Here is C25H50IO25PS as an isolated structure in a non-equilibrium geometry from the OMol25 dataset. Energies are from ωB97M-V/def2-TZVPD.

```
103
Properties=species:S:1:pos:R:3:forces:R:3:lowdin_charge:R:1
I -0.86441 2.19223 1.96309 0.39 -0.08 -0.49 1.06
S 1.27005 1.45098 4.64723 0.39 0.11 -0.09 0.58
P -0.47608 -1.00801 1.75432 -0.10 -0.89 0.99 0.72
O -4.60167 -2.78099 3.78286 -0.02 0.08 0.01 0.01
O -0.80388 -5.92374 -1.63472 0.07 0.04 0.01 0.00
O 2.12236 1.69602 3.28930 -0.37 -0.25 0.36 -0.18
O -1.98038 10.17203 0.65499 -0.02 0.00 0.01 0.01
O 0.16984 0.43564 3.99508 0.11 0.21 -0.13 -0.28
O -0.10539 9.62245 -0.47649 0.04 -0.03 -0.01 0.12
O 4.12614 -5.78113 -0.51748 -0.02 0.00 0.00 0.02
O 5.27460 -6.79075 1.00648 -0.02 -0.01 -0.02 0.01
O 4.73087 -2.74250 -3.82377 -0.04 0.01 -0.07 -0.01
O -1.58695 -8.00776 -2.01861 0.00 -0.02 0.00 0.13
O -0.17802 11.29576 1.03921 -0.02 0.00 0.01 0.01
O 0.69487 2.67706 5.03271 -0.40 0.37 -0.15 -0.22
O -3.82963 2.65383 -1.05337 0.14 -0.03 -0.03 -0.01
O -5.48730 4.18828 -1.09152 0.02 -0.01 -0.01 0.12
O -2.07385 -6.24804 -3.34941 0.01 0.02 -0.01 0.00
O 0.78875 3.89673 -1.53046 0.21 -0.10 0.01 -0.16
O -5.78053 2.08145 -0.33010 0.05 -0.01 -0.02 0.00
O -4.33078 -4.36315 2.19297 0.00 0.00 -0.02 0.12
O 1.77607 0.83347 0.06057 0.02 0.24 0.27 -0.18
O 2.58617 -2.93841 -3.63114 -0.05 0.03 0.00 -0.01
O 5.70217 -4.61045 0.59836 0.01 0.01 0.00 0.12
O -0.51411 -2.14415 2.69508 0.14 -0.17 -0.05 -0.39
O 3.64752 -1.37508 -2.39226 -0.03 0.07 0.09 0.12
O 2.02057 0.70942 5.58473 0.21 -0.47 0.02 -0.19
O -6.26134 -4.08611 3.33198 0.00 0.01 0.02 0.00
C 1.75707 5.56154 -0.01785 -0.21 -0.15 0.05 -0.06
C -2.85771 -7.12455 -4.16247 -0.10 -0.01 -0.14 -0.04
C 3.83055 -4.59413 -1.25839 -0.21 -0.04 0.04 -0.03
C 6.29268 -6.77111 2.01074 0.09 -0.09 0.12 -0.04
C 1.83888 0.52367 2.48700 0.82 -0.16 -0.17 -0.34
C 2.04445 2.19834 -0.25217 0.58 -0.16 -0.46 -0.21
C -6.81353 -5.16968 2.58304 -0.13 -0.09 -0.02 -0.04
C 1.35059 -2.53544 -3.02565 -0.19 0.01 -0.01 -0.03
C 5.09494 -5.62812 0.38443 -0.01 -0.04 0.01 -0.62
C -2.66805 9.12593 -0.03837 -0.14 -0.07 -0.01 -0.04
C -3.24445 -2.36950 3.55999 -0.01 0.03 0.24 -0.05
C -0.13150 -6.42682 -0.47406 0.11 0.04 0.16 -0.03
C 5.95768 -2.10643 -3.44898 0.17 0.00 0.00 -0.03
C -2.94428 3.63173 -1.61552 -0.04 0.12 -0.02 -0.03
C 1.83167 4.86254 -1.38198 -0.35 0.47 -0.11 -0.25
C -4.99468 -3.79695 3.02250 -0.02 0.02 0.02 -0.63
C -7.14546 2.40552 -0.05517 -0.16 -0.05 0.06 -0.04
C 3.65411 -2.26236 -3.20517 -0.06 0.00 -0.11 -0.66
C -0.69657 10.29683 0.32673 -0.04 0.01 0.03 -0.63
C 2.55455 0.37939 1.14942 -0.74 0.45 -0.47 -0.14
C 1.20687 11.54221 0.78583 0.14 0.09 0.04 -0.04
C -1.49725 -6.84356 -2.30380 -0.01 0.06 -0.02 -0.63
C 0.32381 0.45700 2.56767 -0.44 0.37 0.06 -0.85
C 1.19961 2.55300 -1.46929 -0.38 -0.28 0.21 -0.20
C -5.07246 3.08427 -0.85123 -0.06 0.00 0.05 -0.63
H 6.04486 -6.05769 2.79423 0.03 0.06 -0.04 0.10
H -3.11161 -2.04547 2.53294 -0.04 -0.12 -0.08 0.06
H -3.26129 -6.51306 -4.96414 0.04 0.07 0.04 0.09
H 1.80429 10.66711 1.03473 -0.02 -0.03 -0.07 0.10
H 3.53010 0.86950 1.13176 0.08 -0.11 0.34 0.15
H 0.38747 -5.58138 -0.03113 -0.04 0.06 -0.07 0.09
H -2.21753 8.15975 0.18089 0.06 0.01 -0.05 0.09
H -3.69051 9.14234 0.32605 0.02 0.07 0.06 0.09
H 6.32580 -7.77369 2.42622 -0.07 -0.02 -0.06 0.09
H 1.48833 12.37136 1.42803 -0.09 0.00 0.03 0.09
H 1.38365 6.57712 -0.13910 0.18 0.10 0.08 0.07
H 6.14941 -2.24046 -2.38512 -0.05 0.06 0.01 0.10
H 2.81551 4.43999 -1.59511 -0.02 -0.20 0.10 0.12
H 0.29053 1.95066 -1.39300 -0.06 0.11 -0.04 0.11
H -7.83383 -5.29168 2.93501 0.02 0.07 0.06 0.09
H 2.22486 -0.31224 3.08496 -0.29 -0.18 -0.03 0.16
H -7.20936 3.21440 0.67015 0.01 0.05 -0.06 0.10
H 6.73790 -2.59377 -4.02563 -0.07 -0.05 -0.04 0.10
H -0.84948 -6.82290 0.24074 0.00 -0.07 -0.04 0.10
H 1.64397 5.61273 -2.15130 0.08 -0.07 -0.11 0.11
H -2.55606 -3.17461 3.79047 0.03 -0.06 -0.13 0.09
H 0.26213 -1.28314 0.59228 0.01 0.52 -0.15 0.03
H -6.81819 -4.93911 1.51919 0.07 -0.03 -0.01 0.10
H 1.71056 2.23137 -2.38376 0.10 0.15 -0.03 0.13
H 2.70073 5.56965 0.52587 0.07 0.10 -0.09 0.07
H -7.59164 1.50665 0.35986 0.08 -0.04 -0.01 0.09
H -3.06049 -1.53903 4.23612 -0.11 -0.01 0.02 0.10
H -1.73748 -0.55547 1.33889 0.16 0.18 -0.18 -0.01
H 1.36391 11.81559 -0.25586 0.00 -0.07 -0.02 0.10
H 0.59051 -7.19338 -0.74907 -0.07 -0.05 -0.01 0.10
H 3.10892 2.26313 -0.51146 0.03 0.11 0.11 0.13
H -3.30081 3.95271 -2.59292 -0.05 0.05 0.06 0.10
H 0.56963 -3.16647 -3.43993 0.15 -0.11 -0.09 0.10
H 3.49039 -3.80480 -0.58837 0.11 0.05 0.00 0.10
H 3.03397 -4.85190 -1.94898 0.02 -0.15 0.01 0.10
H -2.85184 4.48936 -0.95110 -0.07 0.03 -0.04 0.10
H -7.66540 2.68461 -0.96964 0.03 0.07 0.01 0.10
H -6.25301 -6.08557 2.76100 0.05 0.02 -0.06 0.10
H 1.87089 2.86981 0.59083 -0.29 -0.07 0.07 0.09
H 7.25791 -6.52327 1.57343 -0.02 0.07 0.00 0.10
H -2.65875 9.30551 -1.11151 0.07 -0.03 -0.01 0.10
H -3.67280 -7.55647 -3.58511 0.05 -0.05 0.03 0.10
H -1.97941 3.15666 -1.71926 0.13 -0.17 0.04 0.07
H -2.23886 -7.91599 -4.58095 -0.01 -0.04 0.07 0.10
H 1.38912 -2.67856 -1.94640 0.05 0.08 0.01 0.08
H 5.92882 -1.04631 -3.69235 -0.04 0.01 0.06 0.10
H 2.68933 -0.69269 1.00575 0.13 -0.01 -0.06 0.13
H 1.12964 -1.49544 -3.25882 0.10 0.04 0.09 0.10
H 1.02577 5.05104 0.61017 0.03 -0.10 -0.01 0.06
H 4.70218 -4.26492 -1.81638 0.07 0.01 0.06 0.09
```
Forces are in eV/Å.

Properties
Multiplicity ... 1
E ... -3900.7797 Ha
HOMO energy ... -10.1 eV
HOMO-LUMO gap ... 0.3551 Eh

=====

Here is a 7-piece molecular cluster, C25H50O13 overall in a non-equilibrium geometry from the OMol25 dataset. Energies are from ωB97M-V/def2-TZVPD.

```
88
Properties=species:S:1:pos:R:3:forces:R:3:lowdin_charge:R:1
O -2.91179 4.31609 -1.09345 0.44 -0.82 0.49 -0.01
O -1.25889 5.27474 -0.16581 0.82 0.19 0.33 0.01
O 1.81726 -1.99512 4.32658 0.15 -0.07 -0.59 -0.14
O 2.22175 -3.11488 -2.10296 -0.31 -0.20 -0.34 0.11
O -0.39733 -0.49004 -0.80825 -0.82 -0.68 -0.72 -0.15
O -2.26683 6.26820 -1.94598 0.41 0.79 -0.19 0.14
O 0.62983 -3.73624 -3.57825 -0.05 -0.37 -1.08 0.02
O 0.01894 2.24591 -6.49564 -0.65 0.11 -0.09 -0.15
O -0.54170 -5.60038 0.47747 -0.19 -0.23 -0.60 0.14
O 2.56585 -4.65991 -3.69681 -0.61 -0.56 -0.98 0.01
O -1.01078 -6.24107 2.59815 -0.27 0.18 0.29 -0.01
O -0.86762 -4.15653 2.18187 0.59 0.26 0.25 0.01
O -4.50500 2.99033 4.27120 -0.59 -0.19 -0.24 -0.14
C -3.58826 3.33266 3.20997 0.41 0.46 1.29 -0.17
C 1.66514 0.91702 -5.44887 0.53 0.69 0.15 -0.17
C -2.20117 3.10011 3.82048 0.67 -0.01 -0.87 -0.19
C -0.26324 -2.66073 -3.31000 -0.24 -0.32 0.88 -0.01
C -2.12579 5.39489 -1.14378 -1.43 -0.63 -0.65 -0.63
C 3.74331 -5.18102 -3.13265 0.57 -0.73 0.53 -0.05
C -0.71411 -3.02318 1.34171 -0.90 0.57 -1.22 -0.04
C -2.42689 3.39777 5.27904 -0.24 -0.35 0.12 -0.18
C -4.10091 4.29194 -1.83658 -1.19 -0.50 -0.78 -0.06
C -0.00969 1.53264 0.25123 -0.16 0.24 0.13 -0.15
C -0.99907 0.77664 -0.65992 0.29 0.85 1.92 -0.19
C 1.33532 0.97341 -0.18711 0.47 0.60 -0.48 -0.16
C 2.46817 -3.20045 3.90207 0.92 -0.28 1.31 -0.19
C -1.53420 -7.52495 2.26511 0.68 -0.10 0.19 -0.04
C -3.84343 2.85193 5.50799 1.39 0.76 0.52 -0.22
C 3.92029 -2.81978 3.52046 -1.18 0.72 -0.89 -0.14
C 0.99942 -0.47047 -0.59968 0.77 1.11 0.28 -0.20
C 0.90762 1.74812 -4.42451 -0.47 0.25 -0.05 -0.18
C -0.33090 6.34318 -0.00626 1.06 0.12 0.09 -0.03
C 0.35912 2.89765 -5.26640 0.83 -0.76 -0.44 -0.19
C 0.83734 1.10007 -6.71785 -0.10 -0.36 0.17 -0.20
C 3.69783 -1.39910 3.01820 1.34 1.15 -0.74 -0.20
C 2.56341 -0.85603 3.85431 0.21 -1.00 0.15 -0.19
C 1.82786 -3.77678 -3.04112 0.83 0.87 1.22 -0.61
C -0.79681 -5.35449 1.61837 0.23 -0.25 0.55 -0.62
H -0.79427 -8.12221 1.73294 -0.15 0.13 -0.37 0.09
H 1.53240 -0.74718 -1.50975 -0.08 -0.23 0.08 0.10
H 4.57449 -0.75798 3.18229 0.06 -0.23 0.22 0.11
H -4.03818 4.04490 -2.90288 0.89 0.55 -0.01 0.10
H 1.54981 2.02841 -3.59017 -0.23 0.11 0.10 0.11
H 1.81043 -0.08384 -5.04695 0.01 -0.21 -0.53 0.10
H 4.64704 -4.78653 -3.59365 -0.14 0.60 0.16 0.09
H 2.63886 1.38537 -5.62249 0.10 -0.22 0.21 0.11
H -0.52822 3.37061 -4.85531 -0.02 0.08 -0.07 0.12
H 3.73172 -5.07997 -2.05012 0.21 0.33 -0.01 0.10
H 3.79886 -6.25051 -3.34734 -0.46 0.03 -0.10 0.09
H -0.59026 6.91067 0.88428 -0.15 0.15 -0.15 0.10
H 3.01554 -0.40196 4.73751 -0.48 0.58 -0.04 0.12
H -1.73379 -2.67588 1.15198 0.18 0.44 0.20 0.10
H -1.94093 0.67313 -0.11642 -0.10 -0.31 -0.19 0.12
H -4.66316 5.21621 -1.72612 -0.01 0.00 0.06 0.10
H 1.14344 3.63037 -5.48903 -0.12 0.23 0.25 0.12
H -1.67510 -8.01225 3.22635 -0.30 0.06 -0.01 0.09
H 1.94563 -0.20729 3.23541 -0.26 0.28 0.50 0.11
H -1.45590 3.81527 3.46084 -0.09 -0.21 -0.43 0.11
H -1.71329 2.94521 5.96703 0.11 0.06 -0.11 0.11
H -1.82577 2.09631 3.60822 -0.11 -0.05 0.20 0.11
H 1.74273 1.54220 -1.02969 -0.27 -0.09 -0.18 0.10
H -0.21310 6.96775 -0.88906 -0.63 0.08 0.00 0.10
H -3.68070 4.40665 3.01983 -0.24 -0.05 -0.29 0.12
H 2.57226 -3.86710 4.76335 -0.52 0.01 0.10 0.11
H 0.23264 0.20618 -6.90017 -0.32 0.25 -0.06 0.11
H -2.37916 4.48568 5.37294 -0.21 -0.05 0.37 0.11
H -0.30882 -2.47584 -2.23837 0.04 0.18 -0.05 0.07
H 0.66778 5.92618 0.14280 -0.23 -0.33 0.21 0.09
H -0.32495 -3.21027 0.33944 0.28 -0.61 0.27 0.08
H 2.12146 1.07083 0.56410 -0.19 -0.32 0.22 0.10
H -3.77576 1.81932 5.85730 -0.27 -0.19 -0.28 0.12
H 0.02696 1.19213 -4.08935 0.20 -0.10 0.35 0.11
H 4.57554 -2.72048 4.38337 -0.10 -0.57 0.16 0.11
H -4.24436 3.45284 6.32903 -0.81 -0.09 -0.33 0.11
H 1.42800 1.28206 -7.61689 0.21 -0.09 0.08 0.11
H -0.15041 1.29497 1.30952 -0.30 -0.25 -0.09 0.10
H -0.13265 2.61498 0.18749 0.21 0.00 -0.22 0.10
H -2.46824 -7.41707 1.72231 -0.01 -0.16 -0.11 0.10
H 1.86962 -3.73655 3.16641 0.18 0.23 -0.44 0.11
H 4.33611 -3.46785 2.75343 0.16 -0.11 0.16 0.11
H -0.00308 -1.74521 -3.83808 0.18 -0.08 -0.10 0.09
H -0.10037 -2.24031 1.77782 -0.10 -0.24 0.56 0.08
H 3.57083 -1.24257 1.94181 -0.56 -0.71 0.01 0.10
H 1.28795 -1.13942 0.21427 -0.23 -0.32 -0.17 0.10
H -1.23002 1.37158 -1.54860 0.42 -0.50 -0.50 0.11
H -4.68000 3.42894 -1.49986 0.05 0.32 0.65 0.09
H -1.22676 -3.04491 -3.63231 -0.04 0.22 -0.13 0.10
H -3.82686 2.76228 2.31822 0.02 -0.10 0.00 0.11
```
Forces are in eV/Å.

Properties
SMILES string ... COC(=O)OC.COC(=O)OC.COC(=O)OC.C1CCOC1.C1CCOC1.C1CCOC1.C1CCOC1
Multiplicity ... 1
E ... -1960.5839 Ha
HOMO energy ... -9.6 eV
Energy relative to the best compared isomer or geometry (same formula, charge and spin) ... 40.3 kJ/mol
HOMO-LUMO gap ... 0.3682 Eh

=====

- Among the records above, which one has the highest HOMO energy?
  C25H50O13

=====

- Which formula does entry 1 have?
  C25H50IO25PS